Entry 1:
This record from the OMol25 dataset describes a single C5H12N2O molecule. The level of theory is wB97M-V/def2-TZVPD.

Each line ends with the Mulliken charge.
CARTESIAN COORDINATES (ANGSTROEM)
1 C -1.064 0.340 1.761  -1.614
2 C -0.654 0.391 0.306  0.104
3 C -1.493 -0.563 -0.556  -0.509
4 N -2.718 0.144 -0.980  -0.569
5 N 0.778 0.277 0.061  0.088
6 C 1.427 1.306 -0.735  -0.988
7 C 1.431 -0.878 0.349  0.169
8 O 2.549 -1.159 -0.025  -0.590
9 H -0.500 1.016 2.407  0.383
10 H -2.130 0.487 1.910  0.436
11 H -0.862 -0.647 2.192  0.361
12 H -0.919 1.377 -0.068  0.274
13 H -1.907 -1.416 -0.039  0.401
14 H -0.909 -0.909 -1.411  0.334
15 H -3.412 -0.517 -1.297  0.216
16 H -2.564 0.842 -1.695  0.189
17 H 2.174 0.861 -1.386  0.357
18 H 1.910 2.066 -0.127  0.287
19 H 0.668 1.775 -1.358  0.360
20 H 0.796 -1.513 0.978  0.310

Summary:
ΔE to the lowest compared entry with this formula, charge and spin ... 28.8 kcal/mol
Kohn-Sham gap ... 10.12 eV
Structure (SMILES) ... C[C@H](CN)N(C)C=O

***

Entry 2:
This record from the OMol25 dataset describes a single C5H12N2O molecule. The level of theory is wB97M-V/def2-TZVPD.

Each line ends with the Mulliken charge.
CARTESIAN COORDINATES (ANGSTROEM)
1 C -0.741 1.483 -0.995  -0.922
2 N 0.331 0.626 -0.440  -0.127
3 C 0.392 0.669 1.308  -0.023
4 C -0.723 0.313 1.986  -0.829
5 H 1.253 1.033 -0.595  0.426
6 H 0.905 1.575 1.602  0.331
7 H -0.585 2.504 -0.650  0.360
8 H -1.695 1.132 -0.608  0.363
9 H -0.730 1.446 -2.084  0.327
10 H -1.386 -0.479 1.674  0.186
11 H -0.919 0.778 2.942  0.271
12 C -0.635 -1.740 -0.608  -1.340
13 C 0.387 -0.739 -1.035  0.901
14 O 1.830 -0.332 1.136  -0.735
15 N 1.286 -1.026 -1.874  -0.711
16 H 1.742 -1.014 1.815  0.317
17 H 1.930 -0.258 -2.062  0.212
18 H -0.603 -2.584 -1.294  0.392
19 H -0.396 -2.068 0.403  0.297
20 H -1.642 -1.319 -0.619  0.302

Summary:
ΔE to the lowest compared entry with this formula, charge and spin ... 116.0 kcal/mol
Kohn-Sham gap ... 7.83 eV

***

Entry 3:
This record from the OMol25 dataset describes a molecular structure, C5H12N2O. The level of theory is wB97M-V/def2-TZVPD.

Each line ends with the Mulliken charge.
CARTESIAN COORDINATES (ANGSTROEM)
1 C 0.448 1.699 -0.799  -0.643
2 C 1.674 -0.492 0.788  0.507
3 N 1.972 -1.299 -0.223  -0.298
4 O 0.312 0.736 0.244  -0.337
5 N 2.236 -0.187 1.844  -0.637
6 H 2.857 -1.188 -0.697  0.241
7 H 1.222 -1.793 -0.694  0.249
8 H 1.858 0.606 2.345  0.327
9 H -0.343 2.449 -0.726  0.194
10 H 1.413 2.193 -0.671  0.258
11 H 0.393 1.226 -1.783  0.326
12 C -2.081 0.015 0.929  -1.656
13 C -0.910 -0.443 0.084  0.787
14 C -1.152 -0.820 -1.237  -1.156
15 H -0.259 -1.134 0.710  0.229
16 H -1.728 0.405 1.884  0.364
17 H -2.640 0.802 0.421  0.360
18 H -2.751 -0.823 1.129  0.389
19 H -2.161 -0.877 -1.619  0.260
20 H -0.359 -1.077 -1.927  0.235

Summary:
ΔE to the lowest compared entry with this formula, charge and spin ... 146.7 kcal/mol
Kohn-Sham gap (spin up / spin down) ... 6.47 / 6.47 eV

***

The calculation returns the following strongest force on any atom values, one per record and in order: 1.3, 1.7, 1.9 eV/Å.